Entry 1:
# C23H21Br2IrNO4P

C23H21Br2IrNO4P as an isolated structure (the ωB97M-V functional and the def2-TZVPD basis, the Open Molecules 2025 dataset).

Its frontier orbital gap (spin up / spin down) is 5.38 / 4.14 eV. Its HOMO energy (spin up / spin down) is -16.105 / -15.835 eV. As for the molar mass: 758.42 g/mol. As for the expectation value of S²: 1.04. Its total charge is +3. Its strongest force on any atom is 1.4 eV Å⁻¹. As for the spin multiplicity: 2.

Each line ends with the natural charge from an NBO analysis.
Geometry (Å):
1 Ir 0.19114 -0.11964 -0.35093  0.6995
2 Br -0.17258 -2.13657 -2.03288  0.2836
3 C 1.30246 -3.10275 -1.32519  -0.0603
4 C 1.48334 -4.39645 -1.77993  -0.1834
5 C 2.59593 -5.10896 -1.34932  -0.1728
6 C 3.49505 -4.51237 -0.48360  -0.1182
7 C 3.29142 -3.20142 -0.02126  0.0000
8 C 4.21415 -2.60953 0.86431  -0.0664
9 C 4.01795 -1.31417 1.33304  -0.2188
10 C 2.90413 -0.60173 0.93773  -0.1695
11 C 1.90532 -1.13183 0.08566  -0.2527
12 C 2.15004 -2.45355 -0.43174  -0.1541
13 H 0.77892 -4.84323 -2.46961  0.2545
14 H 2.75572 -6.11985 -1.69805  0.2615
15 H 4.36601 -5.06011 -0.14612  0.2513
16 H 5.08720 -3.17375 1.16945  0.2472
17 H 4.74079 -0.87071 2.00453  0.2529
18 H 2.78754 0.40373 1.31717  0.2083
19 Br 1.01131 2.29481 0.62847  0.2954
20 C 0.31618 1.82918 2.33701  0.0067
21 C 0.47212 2.76754 3.34714  -0.1963
22 C -0.00616 2.48426 4.61756  -0.1367
23 C -0.63419 1.27000 4.86451  -0.0698
24 C -0.79006 0.32443 3.84247  -0.0175
25 C -1.42886 -0.90618 4.10600  -0.0063
26 C -1.59211 -1.86049 3.09667  -0.1587
27 C -1.12534 -1.60235 1.82783  -0.2165
28 C -0.46952 -0.39197 1.49648  0.0770
29 C -0.30587 0.59026 2.52734  -0.2246
30 H 0.96617 3.70928 3.14643  0.2639
31 H 0.11414 3.20921 5.41126  0.2705
32 H -1.00727 1.04472 5.85592  0.2567
33 H -1.79627 -1.10541 5.10552  0.2550
34 H -2.08526 -2.79759 3.31781  0.2664
35 H -1.26064 -2.35052 1.05650  0.2434
36 O -2.59418 0.86925 -0.38718  -0.1939
37 N -1.50014 0.86346 -0.90688  -0.1803
38 C -4.21843 1.38469 -3.13315  -0.2358
39 O -2.73907 1.34935 -3.29831  -0.8187
40 P -1.59574 1.86027 -2.43551  2.5236
41 O -0.24775 1.53233 -3.07208  -0.8247
42 C 0.22205 2.00250 -4.40689  -0.2430
43 O -1.73363 3.28268 -1.91473  -0.8252
44 C -2.67094 4.38411 -2.25707  -0.2305
45 H -4.59929 1.98526 -3.95156  0.2365
46 H -4.47200 1.80053 -2.16405  0.2111
47 H -4.54210 0.35493 -3.22381  0.2394
48 H 0.50921 3.04470 -4.31267  0.2245
49 H -0.57297 1.85609 -5.13205  0.2228
50 H 1.07694 1.37957 -4.63756  0.2419
51 H -3.32637 4.51019 -1.40333  0.2302
52 H -3.21942 4.12661 -3.15802  0.2083
53 H -2.04909 5.25720 -2.41335  0.2423

=====

Entry 2:
# C23H23BrN4O4S

A single C23H23BrN4O4S molecule (the ωB97M-V functional and the def2-TZVPD basis, the Open Molecules 2025 dataset).

Its frontier orbital gap is 8.35 eV. Its HOMO energy is -8.575 eV. As for the molar mass: 531.43 g/mol. The structure (SMILES) is CCOC(=O)N1CCN(C(=O)c2ccc(Cn3c(=S)[nH]c4ccc(Br)cc4c3=O)cc2)CC1. Its total charge is 0. Its strongest force on any atom is 0.8 eV Å⁻¹. As for the spin multiplicity: 1.

Each line ends with the natural charge from an NBO analysis.
Geometry (Å):
1 C -2.38453 -9.37706 -4.43856  -0.6356
2 C -3.13173 -8.19607 -5.04067  -0.0674
3 O -2.46361 -6.96246 -4.78006  -0.5287
4 C -2.68730 -6.42062 -3.56213  0.8954
5 O -3.45547 -6.87442 -2.74650  -0.6647
6 N -1.93329 -5.31445 -3.35071  -0.4533
7 C -2.14162 -4.52482 -2.15833  -0.2300
8 C -2.75823 -3.16871 -2.53065  -0.2276
9 N -1.92894 -2.51799 -3.51824  -0.4374
10 C -1.09877 -1.47162 -3.27577  0.6723
11 O -0.24872 -1.11672 -4.07076  -0.6146
12 C -1.31549 -0.74454 -1.98545  -0.1264
13 C -2.47581 -0.01250 -1.76087  -0.2038
14 C -2.62446 0.71457 -0.59399  -0.1803
15 C -1.62315 0.71215 0.36696  -0.0449
16 C -1.76729 1.50653 1.63938  -0.2463
17 N -0.67461 2.46302 1.78460  -0.4459
18 C -0.71405 3.60078 1.02632  0.2819
19 S -1.95564 3.98474 0.02030  -0.1781
20 N 0.33530 4.46465 1.13252  -0.5779
21 C 1.41567 4.26940 1.94885  0.2715
22 C 2.46640 5.18662 2.01582  -0.2603
23 C 3.53111 4.94979 2.85729  -0.1815
24 C 3.55637 3.79672 3.63778  -0.1104
25 Br 5.03386 3.49164 4.79204  0.0686
26 C 2.52912 2.87793 3.58443  -0.1503
27 C 1.45023 3.11234 2.73655  -0.2204
28 C 0.35303 2.13775 2.66525  0.6838
29 O 0.32144 1.11650 3.31497  -0.5827
30 C -0.46247 -0.01735 0.13886  -0.1623
31 C -0.30405 -0.73196 -1.03317  -0.1916
32 C -1.74108 -3.30931 -4.71703  -0.2374
33 C -1.12165 -4.66411 -4.35511  -0.2254
34 H -1.36188 -9.40469 -4.80743  0.2081
35 H -2.88621 -10.30168 -4.70900  0.2153
36 H -2.36879 -9.28785 -3.35522  0.2248
37 H -3.17095 -8.26689 -6.12979  0.1860
38 H -4.14616 -8.14458 -4.63228  0.2004
39 H -1.17632 -4.36418 -1.66515  0.1922
40 H -2.80394 -5.08178 -1.49459  0.2507
41 H -3.75371 -3.33069 -2.95908  0.1991
42 H -2.84889 -2.54468 -1.64226  0.2331
43 H -3.25502 -0.00015 -2.50864  0.2198
44 H -3.52047 1.29459 -0.43350  0.2221
45 H -2.71132 2.05532 1.64449  0.2367
46 H -1.71410 0.84494 2.50840  0.2550
47 H 0.27900 5.29461 0.55604  0.4332
48 H 2.43902 6.07759 1.40758  0.2236
49 H 4.34645 5.65407 2.91456  0.2364
50 H 2.53414 1.97932 4.18213  0.2561
51 H 0.31918 -0.02843 0.88426  0.2137
52 H 0.60527 -1.28495 -1.21544  0.2210
53 H -1.08189 -2.75286 -5.38502  0.2519
54 H -2.71362 -3.46078 -5.19642  0.1949
55 H -1.05140 -5.30268 -5.23313  0.2407
56 H -0.11925 -4.50250 -3.94227  0.1971

=====

Entry 3:
# C2H13NO5

A 5-piece molecular cluster, C2H13NO5 overall (the ωB97M-V functional and the def2-TZVPD basis, the Open Molecules 2025 dataset).

Its frontier orbital gap is 9.83 eV. Its HOMO energy is -9.331 eV. As for the molar mass: 131.13 g/mol. The structure (SMILES) is NCC=O.O.O.O.O. Its total charge is 0. Its strongest force on any atom is 3.1 eV Å⁻¹. As for the spin multiplicity: 1.

Each line ends with the natural charge from an NBO analysis.
Geometry (Å):
1 N -0.30884 1.01759 2.52710  -0.8603
2 C 1.00900 0.73442 2.02872  -0.3335
3 C 1.27374 1.53888 0.78265  0.4472
4 O 1.26882 0.90714 -0.25831  -0.5697
5 H -1.05057 0.37266 2.29396  0.3962
6 H -0.23068 1.34132 3.43735  0.3739
7 H 1.14256 -0.32949 1.80202  0.2317
8 H 1.99035 0.91218 2.65994  0.1939
9 H 1.43102 2.59614 0.86687  0.1219
10 O -0.90549 -0.81318 -2.32024  -0.9581
11 H -1.22114 -0.15261 -2.93214  0.4876
12 H -1.60552 -1.47496 -2.45597  0.4799
13 O -0.59236 -1.68489 0.44180  -0.9485
14 H -0.16456 -2.34389 -0.15491  0.4881
15 H -0.78454 -1.00498 -0.17675  0.4581
16 O -2.85384 0.51737 -0.97465  -0.9436
17 H -2.07581 0.07830 -0.62367  0.4670
18 H -2.94610 1.33331 -0.46409  0.4728
19 O 1.92074 -1.49760 -1.36463  -0.9738
20 H 1.24384 -1.27575 -1.98488  0.4788
21 H 2.22356 -0.65633 -0.95696  0.4906

=====

Entry 4:
# BrSr

BrSr as an isolated structure (the ωB97M-V functional and the def2-TZVPD basis, the Open Molecules 2025 dataset).

Its frontier orbital gap is 7.96 eV. Its HOMO energy is -13.870 eV. As for the molar mass: 167.52 g/mol. Its total charge is +1. Its strongest force on any atom is 0.2 eV Å⁻¹. As for the spin multiplicity: 1.

Each line ends with the Mulliken charge.
Geometry (Å):
1 Sr -0.97393 0.43123 -0.79397  1.5703
2 Br 0.97393 -0.43123 0.79397  -0.5703

=====

Entry 5:
# C20H64O20S4

A 12-piece molecular cluster, C20H64O20S4 overall (the ωB97M-V functional and the def2-TZVPD basis, the Open Molecules 2025 dataset).

Its frontier orbital gap is 10.68 eV. Its HOMO energy is -10.304 eV. As for the molar mass: 752.98 g/mol. The structure (SMILES) is CCOS(C)(=O)=O.CCOS(C)(=O)=O.CCOS(C)(=O)=O.CCOS(C)(=O)=O.CO.CO.CO.CO.CO.CO.CO.CO. Its total charge is 0. Its strongest force on any atom is 4.3 eV Å⁻¹. As for the spin multiplicity: 1.

Each line ends with the Mulliken charge.
Geometry (Å):
1 C 1.06473 -4.55692 -0.98435  -1.1428
2 C 0.87215 -3.04002 -0.68613  0.8719
3 O 2.12468 -2.39092 -0.35472  -0.2114
4 S 3.06179 -1.95166 -1.58903  1.1279
5 C 4.43328 -1.14647 -0.77739  -0.6494
6 O 3.40780 -3.12505 -2.26283  -0.7094
7 O 2.36406 -0.99881 -2.37799  -0.5108
8 H 1.37336 -5.14643 -0.09569  0.1536
9 H 1.91075 -4.72393 -1.61110  0.3774
10 H 0.12824 -4.88251 -1.47656  0.2781
11 H 0.34322 -2.48856 -1.46983  -0.2187
12 H 0.30500 -2.90928 0.23769  -0.3366
13 H 4.80449 -1.82825 0.03163  0.3006
14 H 4.13079 -0.16467 -0.42292  0.0579
15 H 5.11297 -0.95941 -1.58279  0.4383
16 C 1.34133 0.39208 -5.82531  -1.4840
17 C 0.77404 1.26390 -4.80620  0.9566
18 O 0.08081 2.37835 -5.43991  -0.3993
19 S -0.46578 3.55961 -4.45304  1.0698
20 C -1.66946 2.63434 -3.45078  -0.6501
21 O 0.54969 4.04893 -3.56073  -0.5183
22 O -1.15759 4.44379 -5.34841  -0.6614
23 H 1.81656 -0.43540 -5.30408  0.3641
24 H 2.09954 0.94046 -6.40981  0.3812
25 H 0.54205 0.07256 -6.50409  0.3556
26 H -0.02495 0.66938 -4.30118  -0.1701
27 H 1.47270 1.69090 -4.01867  -0.0694
28 H -1.14956 2.05532 -2.67831  -0.2342
29 H -2.16063 1.95292 -4.15730  0.4839
30 H -2.46799 3.31860 -3.18463  0.5425
31 C -2.97893 -4.81214 -3.80316  -1.4710
32 C -2.37235 -3.43511 -3.57307  -0.0807
33 O -2.80491 -2.93992 -2.26849  -0.2888
34 S -2.57486 -1.35978 -2.12376  0.9902
35 C -2.74499 -1.23437 -0.28797  -0.2125
36 O -1.20840 -1.03002 -2.39783  -0.4522
37 O -3.60558 -0.64888 -2.74293  -0.6443
38 H -2.76763 -5.48704 -2.91360  0.3018
39 H -2.42728 -5.35361 -4.58923  0.3832
40 H -3.98506 -4.81733 -3.98340  0.4424
41 H -1.26513 -3.52443 -3.61352  0.2260
42 H -2.63625 -2.78967 -4.39342  0.4211
43 H -1.91844 -1.86483 0.05425  0.0786
44 H -3.66749 -1.65745 -0.00692  0.7699
45 H -2.72101 -0.26617 0.12919  -0.3356
46 C 1.01581 -7.52345 2.70556  -1.3261
47 C 0.03880 -6.37380 2.59800  -0.3504
48 O 0.53779 -5.06359 2.99104  -0.2960
49 S -0.56118 -3.84654 3.08682  1.2409
50 C 0.50018 -2.45234 3.26500  -0.7089
51 O -1.29400 -3.84890 1.85859  -0.5900
52 O -1.38958 -4.07230 4.24519  -0.6814
53 H 1.32467 -7.64288 3.75143  0.3263
54 H 1.81179 -7.32578 2.03745  0.3505
55 H 0.48023 -8.44024 2.42371  0.3634
56 H -0.35000 -6.28249 1.59224  0.3631
57 H -0.80545 -6.59824 3.25761  0.4477
58 H -0.06849 -1.76871 3.85359  0.3686
59 H 0.89106 -2.11170 2.32592  0.0979
60 H 1.32923 -2.68227 3.94181  0.4202
61 C -0.37773 2.80700 4.83536  -0.5648
62 O -1.36737 2.64729 3.78244  -0.6058
63 H 0.59482 2.89365 4.38389  0.0847
64 H -0.54739 3.63389 5.55027  0.2239
65 H -0.44073 1.85877 5.31206  0.3352
66 H -1.17806 3.14917 2.98507  0.4425
67 C -2.65968 -0.51173 3.13990  0.0384
68 O -1.36427 0.05175 3.14229  -0.2057
69 H -3.18209 -0.37107 4.09566  0.3027
70 H -3.27210 -0.04603 2.35597  -0.3851
71 H -2.54269 -1.57901 2.93518  0.0066
72 H -1.49086 1.01559 3.19274  0.2697
73 C 1.66481 5.66198 2.79483  -0.8006
74 O 1.28412 4.56294 2.02033  -0.3722
75 H 1.54809 5.52920 3.85950  0.2598
76 H 2.66288 6.01241 2.57592  0.3431
77 H 1.06616 6.54698 2.50531  0.2611
78 H 1.90829 4.34784 1.28079  0.3389
79 C -1.68027 5.13764 0.24015  -0.6140
80 O -1.35699 4.40905 1.41445  -0.4679
81 H -2.70971 5.39870 0.30474  0.3328
82 H -1.06218 6.00234 0.01114  0.3112
83 H -1.66173 4.46705 -0.61897  0.1139
84 H -0.39781 4.57017 1.64392  0.2808
85 C 0.20998 1.03509 -0.20206  0.6439
86 O 0.75184 0.64885 1.10316  0.3523
87 H -0.40868 0.23274 -0.60535  -0.3299
88 H -0.28583 2.01491 -0.11367  -0.2715
89 H 1.04914 1.06521 -0.89607  0.1980
90 H 0.10009 0.33621 1.74670  -0.1705
91 C -3.90135 2.17311 1.22607  -0.9849
92 O -2.87560 1.96132 0.28267  -0.1912
93 H -4.70708 2.78771 0.76339  0.2975
94 H -4.30541 1.24478 1.52022  0.5162
95 H -3.62878 2.75108 2.09310  0.2864
96 H -2.31508 2.72426 0.34362  -0.0130
97 C 3.96685 1.23894 2.41278  -0.6505
98 O 3.44535 1.29498 1.10121  -0.4149
99 H 5.01068 1.46900 2.41069  0.2986
100 H 3.38590 1.86697 3.05623  0.1600
101 H 3.89712 0.19156 2.81477  0.2129
102 H 2.52250 1.09801 1.11963  0.2781
103 C 2.43896 4.17383 -1.37407  -0.5004
104 O 2.87135 3.97377 -0.05819  -0.6084
105 H 2.35586 3.30641 -1.94828  0.1616
106 H 1.47428 4.61692 -1.28181  0.2563
107 H 3.12433 4.86498 -1.83709  0.3409
108 H 3.58548 3.31492 0.02372  0.2556

=====

Entry 6:
# C2H3ClN2

A 2-piece molecular cluster, C2H3ClN2 overall (the ωB97M-V functional and the def2-TZVPD basis, the Open Molecules 2025 dataset).

Its frontier orbital gap (spin up / spin down) is 8.15 / 8.15 eV. Its HOMO energy (spin up / spin down) is -9.523 / -9.524 eV. As for the molar mass: 90.51 g/mol. Its total charge is 0. Its strongest force on any atom is 3.3 eV Å⁻¹. As for the spin multiplicity: 1.

Each line ends with the natural charge from an NBO analysis.
Geometry (Å):
1 C 0.61112 -1.40478 -0.31027  0.3544
2 C -0.75140 0.88940 0.56513  -0.2543
3 N 0.92312 -2.33279 0.28947  -0.3582
4 N 0.24224 -0.30074 -0.97538  -0.5437
5 Cl 1.54088 0.53267 -1.71798  0.1514
6 H 0.09403 1.10969 1.21929  0.2236
7 H -1.46076 1.48838 -0.04167  0.2329
8 H -1.19923 0.01818 0.97141  0.1938